Record 1
{
  "formula": "HInO2S",
  "method": "ωB97M-V/def2-TZVPD",
  "elements": ["S", "O", "In", "O", "H"],
  "positions_angstrom": [[1.419, 0.666, -0.119], [-0.084, 0.583, 0.006], [-1.302, -0.871, 0.406], [2.046, -0.531, 0.439], [-2.079, 0.154, -0.733]],
  "forces_ev_per_a": [[1.965, -2.193, 1.182], [3.232, 2.009, -0.032], [-2.483, -1.912, 0.349], [-1.459, 2.688, -1.282], [-1.255, -0.592, -0.217]],
  "nbo_charge": [1.84, -1.06, 1.85, -0.63, 0.00],
  "orbital_gap_ev": 8.42,
  "e_tot_ev": -20095.2504,
  "charge": 2,
  "lumo_energy_ev": -14.27
}


Record 2
{
  "formula": "HN2O2S",
  "method": "ωB97M-V/def2-TZVPD",
  "elements": ["N", "N", "O", "O", "S", "H"],
  "positions_angstrom": [[-0.502, -0.491, -0.449], [-0.056, 0.785, 2.005], [-0.689, 1.669, 2.128], [0.759, -0.429, -0.635], [1.751, -0.735, -1.867], [-1.263, -0.799, -1.182]],
  "forces_ev_per_a": [[-1.238, 0.341, 0.903], [-2.810, 3.332, -0.108], [2.616, -3.673, -0.488], [-0.712, -0.135, -0.313], [-0.502, -0.190, -0.296], [2.646, 0.326, 0.303]],
  "nbo_charge": [-0.27, 0.73, 0.15, -0.31, 0.34, 0.37],
  "de_lowest_kj_mol": 709.3,
  "orbital_gap_ev": [4.43, 4.43],
  "e_tot_ev": -17910.3964,
  "charge": 1,
  "lumo_energy_ev": [-9.00, -9.00]
}